Here is a cluster of 6 separate species, C23H62ClO11P4 in total at a distorted geometry from the Open Molecules 2025 dataset. Energies are from ωB97M-V/def2-TZVPD.

Values from the calculation:
E_tot   -3566.60169 Ha
Charge   +1
HOMO   -11.2318 eV

XYZ file:
```
101
C23H62ClO11P4 | the Open Molecules 2025 dataset | ωB97M-V/def2-TZVPD
C -3.293 -0.263 2.364
C -2.105 -1.117 1.965
Cl -2.336 -2.783 2.580
C -0.793 -0.612 2.579
P 0.170 0.582 1.591
P 0.071 0.467 -0.586
P -0.993 2.311 -1.166
O 0.066 3.318 -1.277
O -2.147 2.686 -0.146
O -1.845 1.954 -2.439
P 2.323 0.280 2.099
O 2.522 0.787 3.453
O 2.586 -1.257 1.855
O 3.125 0.945 0.926
H -4.202 -0.681 1.935
H -3.188 0.759 1.983
H -3.402 -0.246 3.448
H -2.058 -1.231 0.885
H -1.001 -0.116 3.531
H -0.117 -1.440 2.796
H -0.082 1.880 2.052
H -0.812 -0.596 -0.856
H -1.797 2.938 0.718
H -1.327 1.402 -3.043
H 1.885 -1.806 1.489
H 2.968 1.895 0.760
C 3.682 3.448 -2.701
C 4.529 4.259 -1.735
O 4.871 3.573 -0.539
C 5.646 2.392 -0.719
C 6.979 2.620 -1.406
H 2.756 3.119 -2.224
H 3.423 4.060 -3.565
H 4.212 2.568 -3.066
H 3.972 5.136 -1.405
H 5.429 4.627 -2.235
H 5.071 1.629 -1.255
H 5.817 2.014 0.290
H 6.858 2.989 -2.425
H 7.534 1.683 -1.457
H 7.574 3.346 -0.853
C 6.348 -0.522 -4.053
C 4.866 -0.824 -4.188
O 4.521 -2.175 -3.954
C 4.833 -2.691 -2.675
C 4.143 -1.963 -1.532
H 6.928 -1.149 -4.731
H 6.537 0.523 -4.300
H 6.714 -0.694 -3.040
H 4.542 -0.628 -5.210
H 4.282 -0.160 -3.538
H 5.916 -2.710 -2.513
H 4.501 -3.728 -2.705
H 4.450 -0.918 -1.458
H 4.377 -2.447 -0.583
H 3.060 -1.983 -1.681
C -6.926 -7.328 3.702
C -6.684 -5.836 3.563
O -5.374 -5.423 3.916
C -4.320 -5.991 3.163
C -4.386 -5.692 1.675
H -6.722 -7.656 4.721
H -7.966 -7.556 3.465
H -6.298 -7.912 3.027
H -7.337 -5.291 4.245
H -6.933 -5.501 2.549
H -4.257 -7.072 3.334
H -3.413 -5.556 3.588
H -5.272 -6.120 1.204
H -3.512 -6.110 1.172
H -4.408 -4.615 1.505
C -6.301 -3.614 -2.479
C -6.390 -2.634 -1.324
O -5.157 -2.424 -0.645
C -4.104 -1.905 -1.422
C -4.375 -0.525 -1.999
H -5.925 -4.578 -2.135
H -7.291 -3.762 -2.911
H -5.645 -3.259 -3.275
H -7.060 -3.022 -0.558
H -6.810 -1.679 -1.659
H -3.811 -2.614 -2.204
H -3.259 -1.831 -0.730
H -5.209 -0.510 -2.699
H -3.489 -0.169 -2.528
H -4.606 0.178 -1.196
C 1.730 7.883 1.925
C 1.658 6.653 2.812
O 0.688 5.697 2.403
C 0.860 5.156 1.111
C 2.174 4.409 0.910
H 0.758 8.375 1.872
H 2.454 8.587 2.332
H 2.041 7.640 0.908
H 1.355 6.939 3.818
H 2.645 6.186 2.899
H 0.740 5.926 0.343
H 0.025 4.465 0.984
H 3.046 5.052 1.017
H 2.201 3.980 -0.091
H 2.276 3.604 1.653
```

Atom charges from the Löwdin analysis, given in e for atoms 1 to 5: -0.107 -0.794 0.703 -0.400 0.767



Here is the ion C5H13NP with charge +1 at a distorted geometry from the Open Molecules 2025 dataset. Energies are from ωB97M-V/def2-TZVPD.

Values from the calculation:
E_tot   -594.08225 Ha
Charge   +1
SMILES string   CC/C=P/[C@@H](C)[NH3+]
HOMO   -13.3530 eV
Relative energy (zero: lowest compared OMol25 entry of this formula, charge and spin)   42.0 kcal per mole

XYZ file:
```
20
C5H13NP | the Open Molecules 2025 dataset | ωB97M-V/def2-TZVPD
C -3.160 -0.263 -0.591
C -2.458 0.846 0.178
C -1.003 0.487 0.314
P 0.240 1.297 -0.368
C 1.575 0.120 0.384
C 1.746 -1.149 -0.285
N 2.950 0.754 -0.061
H -2.499 -0.495 -1.350
H -3.168 -1.106 0.118
H -4.167 0.027 -0.897
H -3.028 0.898 1.243
H -2.613 1.670 -0.352
H -0.848 -0.385 0.851
H 1.353 0.070 1.426
H 2.744 -1.510 -0.028
H 1.591 -1.043 -1.346
H 1.035 -1.894 0.082
H 2.772 0.881 -1.045
H 3.821 0.265 0.131
H 2.991 1.611 0.481
```

Atom charges from the natural (NBO) analysis, given in e for atoms 1 to 5: -0.583 -0.431 -0.506 0.605 -0.286



Here is a cluster of 4 separate species, C23H35BN2O7 in total at a distorted geometry from the Open Molecules 2025 dataset. Energies are from ωB97M-V/def2-TZVPD.

Values from the calculation:
E_tot   -1558.03786 Ha
SMILES string   CC(C)=Nc1ccc2c(c1B(O)O)C(=O)NC2=O.C1CCOC1.C1CCOC1.C1CCOC1
HOMO   -8.2749 eV

XYZ file:
```
68
C23H35BN2O7 | the Open Molecules 2025 dataset | ωB97M-V/def2-TZVPD
C 6.799 -4.388 0.821
C 5.519 -4.368 -0.249
C 5.319 -5.677 -1.222
N 4.756 -3.226 -0.250
C 3.327 -3.484 0.174
C 2.778 -4.862 0.915
C 1.183 -5.041 1.384
C 0.194 -3.771 1.070
C 0.681 -2.392 0.328
C 2.249 -2.241 -0.124
B 2.694 -0.809 -0.834
O 3.129 -0.662 -2.238
O 2.603 0.401 0.056
C -0.611 -1.389 0.213
O -0.755 -0.232 -0.437
N -1.768 -2.050 0.991
C -1.395 -3.499 1.366
O -2.324 -4.350 1.818
H 7.311 -5.456 0.881
H 7.609 -3.608 0.421
H 6.380 -4.082 1.878
H 5.218 -5.288 -2.343
H 4.348 -6.316 -0.962
H 6.300 -6.326 -1.190
H 3.513 -5.756 1.122
H 0.765 -5.999 1.919
H 3.520 0.282 -2.273
H 2.670 0.074 1.001
H -1.966 -1.415 1.819
C 2.461 4.863 -0.673
C 2.590 5.065 -2.160
C 3.680 4.080 -2.521
O 3.580 2.991 -1.593
C 2.691 3.374 -0.535
H 1.499 5.185 -0.267
H 3.254 5.414 -0.153
H 1.653 4.784 -2.655
H 2.832 6.093 -2.445
H 4.673 4.527 -2.406
H 3.583 3.703 -3.543
H 1.758 2.815 -0.663
H 3.129 3.105 0.430
C -3.445 2.758 1.419
C -2.714 2.366 0.161
C -1.725 3.501 0.003
O -1.412 3.967 1.323
C -2.342 3.383 2.245
H -3.933 1.920 1.923
H -4.209 3.510 1.185
H -2.178 1.423 0.323
H -3.366 2.244 -0.707
H -2.165 4.337 -0.551
H -0.808 3.189 -0.505
H -1.805 2.626 2.827
H -2.714 4.151 2.929
C -6.689 0.622 -0.828
C -6.378 -0.826 -0.551
C -5.817 -0.767 0.853
O -6.457 0.335 1.511
C -7.156 1.110 0.526
H -7.434 0.768 -1.614
H -5.773 1.149 -1.120
H -7.304 -1.413 -0.559
H -5.684 -1.272 -1.269
H -4.740 -0.570 0.843
H -5.998 -1.687 1.416
H -8.229 0.934 0.663
H -6.954 2.173 0.682
```

Atom charges from the natural (NBO) analysis, given in e for atoms 1 to 5: -0.710 0.501 -0.738 -0.548 0.203